[1]
The following is a DFT calculation (the ωB97M-V functional and the def2-TZVPD basis) of a 2-piece molecular cluster, C2H11N2O overall.

Computed properties:
Kohn-Sham gap (spin up / spin down) (eV): 13.6 / 7.5
ΔE to the lowest compared entry with this formula, charge and spin (kcal/mol): 31.7
Multiplicity: 2
Electronic energy (a.u.): -266.78508
LUMO (spin up / spin down) (eV): -7.7 / -13.6
Net charge: +2

```
16
Properties=species:S:1:pos:R:3:forces:R:3:lowdin_charge:R:1
C -1.72512 0.76117 -1.85560 1.05 1.48 1.76 0.028
N -0.89254 -0.40968 -1.31618 0.13 -0.87 -1.96 0.131
H -2.07504 1.32334 -0.97560 -0.31 -0.29 -0.62 0.111
H -0.98128 1.38055 -2.34366 -0.21 0.28 -0.19 0.099
H -2.48804 0.51130 -2.57387 -0.25 -0.66 0.19 0.110
H -1.27467 -1.22585 -1.80749 0.13 -0.37 0.70 0.174
H -0.68071 -0.59131 -0.30984 -1.14 0.58 -0.56 0.116
H 0.01707 -0.28648 -1.76137 0.09 -0.17 0.04 0.151
N 2.06378 -0.82499 1.10853 0.87 2.00 0.45 0.377
C 1.12876 0.01048 1.83513 -1.89 -0.78 0.77 -0.144
O -0.21619 0.03460 1.30933 1.82 -0.22 0.42 -0.023
H 2.50468 -0.36021 0.30731 -0.31 -0.68 -0.66 0.175
H 2.78971 -1.27832 1.67851 -0.26 -0.44 0.04 0.186
H 1.09763 -0.32917 2.88235 0.17 0.28 -0.37 0.169
H 1.48277 1.05770 1.73070 0.66 -0.16 0.06 0.198
H -0.75081 0.22688 2.09175 -0.54 0.01 -0.09 0.143
```
Forces are in eV/Å.

[2]
The following is a DFT calculation (the ωB97M-V functional and the def2-TZVPD basis) of C3H4O3 as an isolated structure.

Computed properties:
Kohn-Sham gap (eV): 11.1
ΔE to the lowest compared entry with this formula, charge and spin (kcal/mol): 56.9
Multiplicity: 1
Electronic energy (a.u.): -342.36519
LUMO (eV): 0.4

```
10
Properties=species:S:1:pos:R:3:forces:R:3:lowdin_charge:R:1
O 0.95568 -1.29499 1.01452 -0.57 -0.07 -0.32 0.017
C 0.45677 -0.40299 0.06532 -0.39 0.28 -0.47 -0.185
C -1.06281 0.03479 -0.64733 0.36 -0.96 0.39 -0.054
O -0.50958 1.33675 -0.70014 0.12 0.21 0.80 -0.019
C 0.24435 1.01169 0.47177 -0.14 0.70 0.00 -0.436
O 0.29991 1.63316 1.48282 0.37 -0.14 -0.77 0.175
H 1.88687 -1.50152 0.80695 -0.78 0.14 -0.02 0.117
H 0.97849 -0.48729 -0.88373 0.34 0.24 0.07 0.146
H -1.93354 0.05694 0.01836 0.32 -0.47 0.04 0.121
H -1.31613 -0.38654 -1.62854 0.38 0.08 0.28 0.117
```
Forces are in eV/Å.

[3]
The following is a DFT calculation (the ωB97M-V functional and the def2-TZVPD basis) of a 6-piece molecular cluster, C33H53N4O16S overall.

Computed properties:
Kohn-Sham gap (eV): 6.2
Multiplicity: 1
Electronic energy (a.u.): -3109.68814
LUMO (eV): -5.5
Net charge: +1

```
107
Properties=species:S:1:pos:R:3:forces:R:3:lowdin_charge:R:1
C 5.14834 -7.48313 6.88033 -3.09 6.70 -6.56 0.061
C 4.82707 -6.43955 5.96097 0.29 -7.49 6.26 -0.043
C 3.90930 -5.42178 5.00184 2.20 0.33 1.54 -0.194
N 3.27433 -6.22806 3.89099 -3.10 -1.63 2.21 -0.080
C 2.24217 -7.23217 4.44614 1.04 -0.82 -3.27 -0.104
N 1.66191 -7.12056 5.68597 0.36 -0.19 0.39 0.142
N 1.86880 -8.35535 3.45571 -0.73 3.67 3.64 -0.041
C 1.00133 -9.40355 4.11690 -0.97 -1.27 0.06 -0.197
C 1.76637 -10.33669 5.23038 -0.36 0.37 0.52 -0.160
C 0.59919 -10.84055 6.29503 -0.40 0.17 -0.34 -0.173
C 0.08065 -9.66748 7.31903 -0.98 -0.85 -0.26 -0.229
N 1.12334 -9.45386 8.40357 -0.67 1.92 -0.18 -0.030
C 0.77642 -8.23817 9.23887 -0.61 5.02 -0.40 -0.297
C 0.54589 -8.50611 10.86279 0.34 0.26 -0.67 -0.033
O 0.66860 -6.98721 8.74981 0.83 -7.62 2.31 -0.059
C 1.09289 -7.70502 2.33199 -0.39 -0.21 -2.87 -0.172
C 1.70071 -6.28016 1.79707 -0.88 -0.03 -0.32 -0.161
C 2.46907 -5.37921 2.93069 -1.23 -0.31 -1.38 -0.606
S 3.43879 -4.04990 2.03642 0.19 -0.12 0.37 0.745
H 5.30958 -8.45126 7.55961 0.01 2.88 -1.91 0.074
H 4.70018 -4.63917 4.56879 -2.03 -1.90 0.56 0.127
H 3.14182 -4.80440 5.65383 1.51 -1.49 -1.13 0.145
H 2.02616 -7.58008 6.56419 -0.65 0.92 -1.37 0.106
H 0.82164 -6.47744 5.79947 1.68 -1.01 -0.18 0.175
H 0.59536 -10.13936 3.27449 1.03 1.77 1.59 0.157
H 0.03655 -8.86392 4.54948 2.04 -1.23 -0.60 0.130
H 2.61814 -9.70207 5.76572 -1.75 -1.34 -1.03 0.098
H 2.29959 -11.27320 4.75647 -1.17 2.03 0.77 0.129
H -0.33748 -11.16967 5.64723 1.94 0.63 1.32 0.127
H 0.93783 -11.78455 6.90797 -0.55 2.01 -1.18 0.129
H -0.90592 -10.06513 7.84642 2.12 0.82 -1.07 0.145
H -0.21876 -8.66970 6.77367 0.69 -1.95 0.91 0.100
H 2.04701 -9.29244 7.94541 -0.88 0.01 0.53 0.090
H -0.12974 -7.65422 11.33690 1.49 -1.87 -1.27 0.104
H 1.61828 -8.44791 11.37345 -2.26 -0.21 -1.16 0.105
H 0.09377 -9.57678 11.03808 0.96 2.21 -0.43 0.092
H 1.15617 -8.45943 1.40881 -0.19 1.63 2.06 0.152
H -0.07085 -7.62298 2.56978 2.55 -0.07 -0.02 0.148
H 2.34305 -6.48019 0.82019 -1.04 0.53 2.44 0.131
H 0.76393 -5.63341 1.43773 2.16 -1.37 0.79 0.144
H 1.64756 -4.82275 3.59432 1.81 -0.61 -1.70 0.150
H 4.41841 -4.61603 1.20025 -1.26 -0.32 1.08 -0.075
C 0.97342 -1.32908 0.83090 -0.45 0.00 0.00 -0.018
C 1.80613 -0.16658 0.33005 -0.36 -1.35 0.33 -0.341
C 2.61458 0.50493 1.39873 0.64 -0.35 0.51 -0.111
O 2.76944 1.81576 0.88153 -0.70 0.46 -0.67 0.072
C 1.68397 2.04254 0.08036 -0.54 2.11 -0.89 -0.507
O 1.38383 3.12919 -0.38472 0.65 -2.38 1.06 0.131
O 0.97808 0.89063 -0.12601 0.50 1.15 -0.08 0.075
H 0.25583 -1.64325 0.06559 0.21 -0.01 0.03 0.095
H 1.60653 -2.18191 1.09295 -0.03 0.18 -0.14 0.019
H 0.38697 -1.04724 1.71215 0.12 0.09 -0.09 0.086
H 2.43309 -0.48769 -0.51069 0.06 0.09 0.09 0.162
H 3.58881 0.03084 1.54916 -0.07 0.25 -0.07 0.141
H 2.09738 0.57385 2.36180 -0.11 -0.15 -0.15 0.144
C -3.70135 3.60758 0.97618 -0.37 -0.21 0.10 -0.016
C -2.64280 3.03127 1.89432 -0.63 1.13 -0.86 -0.341
C -1.43084 2.51936 1.17618 0.46 0.76 -0.60 -0.116
O -0.93765 1.54084 2.07563 -0.55 -0.76 0.92 0.041
C -2.02005 1.08417 2.77662 -0.26 -1.53 1.21 -0.504
O -2.00792 0.10767 3.50704 0.13 1.85 -1.50 0.117
O -3.11790 1.86482 2.54628 0.96 -1.15 0.52 0.095
H -4.63542 3.77045 1.52421 0.22 0.12 -0.09 0.095
H -3.37337 4.55869 0.54650 0.01 -0.12 0.11 0.090
H -3.93548 2.91825 0.15767 0.12 0.10 0.11 0.098
H -2.37691 3.76247 2.66741 0.09 -0.09 -0.05 0.164
H -0.68314 3.29917 1.00487 -0.05 -0.28 0.07 0.135
H -1.65997 2.02773 0.22457 -0.12 0.14 0.08 0.148
C -2.94983 5.98643 -3.72530 0.09 -0.52 0.13 -0.017
C -4.30750 6.24107 -3.10277 1.18 0.23 -1.04 -0.343
C -4.30927 7.33566 -2.07881 0.12 0.84 -0.20 -0.115
O -5.40745 6.97831 -1.25659 -0.37 -0.99 0.22 0.062
C -5.52828 5.61867 -1.34784 -1.39 -1.35 1.33 -0.514
O -6.24574 4.93953 -0.63283 1.58 1.48 -1.49 0.125
O -4.73492 5.12197 -2.34364 -0.82 0.13 1.06 0.083
H -2.96158 5.05462 -4.30059 -0.07 0.39 0.00 0.075
H -2.66127 6.80738 -4.38831 -0.11 -0.12 0.06 0.090
H -2.17644 5.87030 -2.95827 -0.15 0.14 0.03 0.091
H -5.05350 6.41868 -3.88696 0.02 0.07 0.11 0.165
H -4.46257 8.32444 -2.52078 -0.11 -0.15 0.19 0.144
H -3.40712 7.35691 -1.45798 0.05 -0.10 -0.18 0.139
C -4.38500 8.40740 -9.07495 -0.37 -0.11 0.03 -0.014
C -3.32644 7.83108 -8.15681 -0.58 1.11 -0.88 -0.343
C -2.11449 7.31917 -8.87495 0.64 0.64 -0.61 -0.109
O -1.62129 6.34065 -7.97550 -0.71 -0.76 0.93 0.067
C -2.70369 5.88398 -7.27451 0.08 -1.83 1.13 -0.503
O -2.69156 4.90748 -6.54409 0.00 1.98 -1.67 0.113
O -3.80155 6.66463 -7.50485 0.78 -1.03 0.55 0.082
H -5.31907 8.57026 -8.52692 0.20 0.10 -0.03 0.088
H -4.05701 9.35851 -9.50463 0.03 -0.14 0.13 0.094
H -4.61912 7.71806 -9.89346 0.15 0.05 0.12 0.091
H -3.06055 8.56228 -7.38371 0.11 -0.05 -0.09 0.164
H -1.36678 8.09899 -9.04626 -0.44 -0.51 0.15 0.096
H -2.34361 6.82754 -9.82656 -0.22 0.08 0.07 0.149
C 3.96578 9.20889 -8.43512 0.02 0.33 0.23 -0.018
C 2.59923 8.67293 -8.81056 1.46 -0.14 0.37 -0.350
C 2.38997 8.52724 -10.28759 0.55 -0.61 -0.53 -0.108
O 0.98125 8.63426 -10.40506 -0.83 0.63 0.78 0.068
C 0.56579 9.40119 -9.35115 -1.50 1.04 0.17 -0.499
O -0.55851 9.85783 -9.23015 2.39 -0.71 -0.29 0.115
O 1.57912 9.59145 -8.45408 -1.30 0.03 -0.70 0.096
H 3.98906 9.48929 -7.37674 0.01 -0.20 -0.14 0.091
H 4.74477 8.46346 -8.62036 -0.16 0.05 0.03 0.093
H 4.20765 10.11361 -9.00340 -0.10 -0.17 -0.01 0.092
H 2.40474 7.73333 -8.27919 -0.03 0.03 -0.14 0.164
H 2.73770 7.56250 -10.66823 -0.24 0.15 0.00 0.147
H 2.84639 9.33011 -10.87651 0.06 -0.02 0.19 0.144
```
Forces are in eV/Å.

Number 1: maximum force 2.53 eV/Å. Number 2: maximum force 1.10 eV/Å. Number 3: maximum force 9.87 eV/Å.